# 1
C3H6N2O in the gas phase in a non-equilibrium geometry. Source: the Open Molecules 2025 dataset; level of theory: ωB97M-V/def2-TZVPD.

Positions of all 12 atoms, in Å:
C1 -1.6033 0.0447 0.1757
C2 -0.6142 1.0924 -0.1836
C3 2.1277 -0.5499 0.0681
H1 -0.3186 -1.4326 -0.4157
H2 -1.7367 0.2795 1.2061
H3 -2.4629 0.3535 -0.2251
H4 -0.6891 2.1968 -0.2389
H5 2.4000 -1.5664 0.0367
H6 2.6981 0.2575 0.0247
N1 0.7106 0.9547 -0.1755
N2 0.8697 -0.3371 -0.0508
O1 -1.3814 -1.2931 -0.2217

Output
SMILES: C=N/N=C\CO
Net charge: 0
Highest occupied orbital energy, eV: -9.549
LUMO level, eV: 0.24
ΔE to the lowest compared entry with this formula, charge and spin, kcal per mole: 112.3


# 2
2 unconnected molecules or ions with the total composition C3H4N2 in a non-equilibrium geometry. Source: the Open Molecules 2025 dataset; level of theory: ωB97M-V/def2-TZVPD.

Positions of all 9 atoms, in Å:
C1 -0.7964 -0.2482 2.1888
C2 0.5630 0.8991 -1.5317
C3 -0.7373 -1.3084 1.4055
N1 -0.8113 0.7721 2.7716
N2 0.2293 -0.2061 -1.1226
H1 0.4751 1.6722 -0.6426
H2 0.7028 1.2750 -2.5009
H3 0.1812 -1.9538 1.3830
H4 0.1935 -0.9018 -1.9511

Output
Net charge: 0
Highest occupied orbital energy (alpha / beta), eV: -9.464 / -9.405
LUMO level (alpha / beta), eV: -1.64 / -1.68
ΔE to the lowest compared entry with this formula, charge and spin, kcal per mole: 130.1


# 3
A molecular structure, C27H18CeN6O3SSe. Source: the Open Molecules 2025 dataset; level of theory: ωB97M-V/def2-TZVPD.

Positions of all 57 atoms, in Å:
Ce1 -0.8684 0.2052 0.1613
O1 6.3097 0.3440 -1.1273
C1 5.8578 0.4279 0.0222
O2 6.3452 0.5278 1.1549
C2 4.3044 0.4087 0.0468
C3 3.5763 0.3839 -1.1363
C4 2.2046 0.3563 -1.0924
N1 1.5342 0.2985 0.0899
C5 2.2446 0.3280 1.2494
C6 3.6146 0.4180 1.2521
C7 1.4569 0.3732 2.5034
C8 2.0509 0.3315 3.7550
C9 1.2701 0.5350 4.8800
C10 -0.0937 0.7651 4.7407
C11 -0.6311 0.7243 3.4765
N2 0.1211 0.5217 2.3786
C12 1.3750 0.3776 -2.3174
C13 1.9282 0.4513 -3.5883
C14 1.0960 0.4652 -4.6932
C15 -0.2815 0.4011 -4.5159
C16 -0.7652 0.3307 -3.2310
N3 0.0384 0.3145 -2.1519
H1 4.1683 0.3989 -2.0438
H2 4.2244 0.4875 2.1446
H3 3.1143 0.1695 3.8495
H4 1.7272 0.5295 5.8609
H5 -0.7279 0.9604 5.5934
H6 -1.6941 0.8788 3.3217
H7 2.9991 0.5041 -3.7145
H8 1.5201 0.5245 -5.6872
H9 -0.9636 0.4052 -5.3541
H10 -1.8329 0.2720 -3.0459
O3 -2.8960 0.8024 -0.2797
N4 -3.1476 1.8660 -1.0967
C17 -4.2664 1.8069 -1.8563
C18 -4.5494 2.8327 -2.7107
C19 -3.6641 3.9140 -2.7832
C20 -2.5337 3.9367 -1.9965
C21 -2.2627 2.8900 -1.1123
S1 -0.8859 2.8824 -0.0456
H11 -4.8757 0.9278 -1.7101
H12 -5.4504 2.7892 -3.3049
H13 -3.8679 4.7376 -3.4547
H14 -1.8373 4.7629 -2.0286
Se1 0.1587 -3.1444 -1.4871
N5 -0.7314 -2.1105 -0.3040
C22 -1.0270 -2.8712 0.7568
C23 -1.7525 -2.4448 1.9062
C24 -1.9634 -3.3433 2.9013
C25 -1.4884 -4.6990 2.8214
C26 -0.8175 -5.1502 1.7387
C27 -0.5673 -4.2334 0.6627
N6 0.0693 -4.5415 -0.4507
H15 -2.1791 -1.4483 1.9706
H16 -2.5238 -3.0448 3.7783
H17 -1.6939 -5.3667 3.6469
H18 -0.4693 -6.1707 1.6565

Output
Net charge: +2
Highest occupied orbital energy (alpha / beta), eV: -12.381 / -12.381
LUMO level (alpha / beta), eV: -8.50 / -8.50
ΔE to the lowest compared entry with this formula, charge and spin, kcal per mole: 2.7


# 4
2 unconnected molecules or ions with the total composition C7H18N3 in a non-equilibrium geometry. Source: the Open Molecules 2025 dataset; level of theory: ωB97M-V/def2-TZVPD.

Positions of all 28 atoms, in Å:
C1 -2.1630 -1.2922 0.0700
C2 -2.7218 0.1363 0.2713
C3 -0.7037 -1.3455 0.3203
C4 -2.0344 1.1012 -0.6608
C5 0.0133 -0.3703 -0.6633
C6 2.4012 0.5542 -1.3734
C7 1.4849 -0.3998 -0.6005
N1 1.9316 -1.2282 0.3012
N2 1.9227 0.7885 1.8229
N3 -0.5813 0.9840 -0.5825
H1 -2.6218 -2.0004 0.8579
H2 -2.4653 -1.5659 -0.9367
H3 -3.7323 0.1817 0.0259
H4 -2.5442 0.5141 1.3009
H5 -0.5629 -1.1392 1.3202
H6 -0.3215 -2.2375 -0.0655
H7 -2.3149 0.9595 -1.7091
H8 -2.4719 2.0276 -0.4002
H9 -0.2360 -0.7428 -1.5900
H10 3.5059 0.3222 -1.3478
H11 2.1708 1.5141 -0.8203
H12 2.0741 0.7067 -2.3939
H13 2.8962 -1.2956 0.3752
H14 1.2933 -1.5621 0.9688
H15 1.4420 1.6637 1.6924
H16 1.2815 0.2220 2.2097
H17 -0.1270 1.4015 -1.4122
H18 2.6779 0.8786 2.6204

Output
2S+1: 3
Net charge: +1
Highest occupied orbital energy (alpha / beta), eV: -9.074 / -12.827
<S²>: 2.0075
LUMO level (alpha / beta), eV: -2.76 / -7.67
ΔE to the lowest compared entry with this formula, charge and spin, kcal per mole: 0.0


# 5
A gas-phase ion, C6H8N2 (charge +2) in a non-equilibrium geometry. Source: the Open Molecules 2025 dataset; level of theory: ωB97M-V/def2-TZVPD.

Positions of all 16 atoms, in Å:
C1 0.1402 0.4863 -1.9464
C2 -0.8602 1.4086 -2.1639
C3 -1.4475 1.7282 -0.9074
C4 0.4386 -0.2444 0.2189
C5 -1.3354 1.0439 0.2735
C6 1.6270 -2.0179 1.2625
N1 0.6209 -0.2509 -1.0700
N2 0.8943 -0.7789 1.2436
H1 -1.1523 1.8156 -3.1420
H2 -2.1242 2.7078 -0.9838
H3 -1.3230 1.6051 1.1759
H4 -1.7422 0.0086 0.2159
H5 1.4300 -2.6905 2.1114
H6 2.7798 -1.8322 1.2243
H7 1.4429 -2.6583 0.3558
H8 0.6112 -0.3310 2.1319

Output
SMILES: C=CC=C=[N+]=C=[NH+]C
Net charge: +2
Highest occupied orbital energy (alpha / beta), eV: -19.829 / -19.828
LUMO level (alpha / beta), eV: -11.69 / -11.69
ΔE to the lowest compared entry with this formula, charge and spin, kcal per mole: 24.8


# 6
2 unconnected molecules or ions with the total composition C2H4F2O in a non-equilibrium geometry. Source: the Open Molecules 2025 dataset; level of theory: ωB97M-V/def2-TZVPD.

Positions of all 9 atoms, in Å:
C1 -1.4087 -0.0785 -0.1086
C2 1.4973 0.2893 0.7674
O1 1.8282 -0.8320 0.2369
F1 -2.3781 0.8921 0.2913
F2 1.8875 1.2330 -0.0981
H1 -2.0309 -0.9978 0.0087
H2 -1.0881 0.0977 -1.1421
H3 -0.5647 0.1025 0.6561
H4 2.2576 -0.7064 -0.6114

Output
Net charge: 0
Highest occupied orbital energy, eV: -10.565
LUMO level, eV: 0.55
ΔE to the lowest compared entry with this formula, charge and spin, kcal per mole: 66.5


Which value of net charge does entry 6 give?
0